(1)
Computed, not measured: a 2-piece molecular cluster, C3H5NO2S2 overall in a non-equilibrium geometry, with wB97M-V/def2-TZVPD.

Element x y z (Å)
C -1.87463 0.14413 0.64434
C -0.89426 0.11603 -0.17348
N -0.33945 0.13395 -1.30292
O -0.05843 -0.85279 -1.99090
O 0.23876 1.35863 -1.60525
H -2.78134 0.70494 0.23913
H -1.85708 0.17299 1.69067
H 1.24765 1.13124 -1.60350
S 2.18373 0.84910 0.53191
C 1.09070 -0.26236 1.12941
S 1.03036 -1.94953 0.89703
H 0.42414 0.17263 1.81184
H 1.58984 -1.71895 -0.26829

Cartesian forces (eV/Å) of the 2 atoms listed first:
C -2.7 2.6 -1.2
C 0.0 -0.2 0.4

Output
Frontier orbital gap   8.24 eV
HOMO energy   -8.99 eV
Total charge   0
SMILES   C=C=[N+]([O-])O.S=CS
Relative energy (zero: lowest compared OMol25 entry of this formula, charge and spin)   711.5 kJ/mol

Charges in e, computed with natural (NBO), in the same order as the atoms: C -0.45; C 0.25; N 0.30; O -0.48; O -0.52; H 0.24; H 0.23; H 0.49; S -0.08; C -0.49; S 0.15; H 0.20; H 0.16

***

(2)
Computed, not measured: a 2-piece molecular cluster, C22H30BClN2O11 overall in a non-equilibrium geometry, with wB97M-V/def2-TZVPD.

Element x y z (Å)
C -3.39624 2.96625 0.49343
O -3.29152 1.50009 0.37507
C -3.94704 1.11916 -0.88773
C -2.84336 0.73583 -2.07798
C -1.62514 -0.21516 -1.43848
C -2.28752 -1.68366 -1.10654
C -1.41048 -2.60002 -0.05003
C -2.23598 -2.93439 1.36142
C -1.24134 -2.93551 2.69264
C -0.68557 -4.36539 3.17156
C 0.26363 -4.14299 4.47112
Cl 1.16864 -5.50527 5.35302
C 0.37158 -2.62927 4.96942
N -0.20031 -1.39654 4.43430
N -0.92831 -1.67352 3.34377
C -1.52796 -0.40786 2.68789
C -1.07529 0.98598 3.41580
C 0.45004 1.48760 3.08935
C 1.37500 0.42443 2.25456
C 2.67010 1.30833 1.67245
O 3.97113 0.81839 2.15274
C 4.40907 -0.14418 1.08908
C 5.21877 0.28554 -0.27436
O 4.07653 -1.43780 1.30440
H -2.91290 3.42586 -0.47462
H -2.74626 3.28806 1.42302
H -4.48688 3.35904 0.65540
H -4.63318 0.18504 -0.64426
H -4.69765 1.97172 -1.24628
H -2.40745 1.71038 -2.56930
H -3.37783 0.04723 -2.87619
H -1.09500 0.30259 -0.53279
H -0.81176 -0.27158 -2.30871
H -3.41461 -1.63305 -0.76928
H -2.28942 -2.28060 -2.13968
H -0.49827 -1.92501 0.28534
H -0.97355 -3.58414 -0.50815
H -3.20249 -2.28756 1.49542
H -2.61902 -4.05632 1.21915
H -0.87980 -5.39745 2.66634
H 1.03725 -2.47197 5.95007
H -2.71333 -0.53316 2.75290
H -1.27579 -0.32113 1.54938
H -1.79844 1.83330 2.98514
H -1.27198 1.00736 4.59317
H 0.98089 1.65710 4.14263
H 0.39643 2.52373 2.50799
H 0.87211 -0.04414 1.30799
H 1.81707 -0.34654 3.01612
H 2.50471 2.47687 1.84900
H 2.68472 1.17776 0.48631
H 6.38424 0.05850 -0.16560
H 5.08667 1.43545 -0.56650
H 4.83495 -0.31010 -1.23392
B 1.86461 1.49612 -5.02686
O 1.44020 0.50853 -4.02947
C 1.90364 0.92942 -2.84430
O 1.72790 0.33687 -1.79201
C 2.62428 2.16438 -3.01119
O 3.16767 2.80424 -2.12549
O 2.61691 2.52521 -4.30221
O 2.69368 0.87184 -6.06288
C 2.07183 1.07483 -7.23284
O 2.49323 0.68150 -8.30847
C 0.85512 1.81370 -7.01840
O 0.06225 2.15764 -7.88007
O 0.70682 2.07846 -5.71285

Cartesian forces (eV/Å) of the 2 atoms listed first:
C 1.2 0.5 0.3
O -1.3 1.6 -1.3

Output
Frontier orbital gap   5.82 eV
HOMO energy   -9.06 eV
Total charge   0
Relative energy (zero: lowest compared OMol25 entry of this formula, charge and spin)   1067.5 kJ/mol

Charges in e, computed with natural (NBO), in the same order as the atoms: C -0.27; O -0.59; C -0.09; C -0.44; C -0.42; C -0.43; C -0.41; C -0.47; C 0.29; C -0.18; C 0.02; Cl 0.08; C -0.01; N -0.11; N -0.14; C -0.26; C -0.44; C -0.42; C -0.47; C -0.10; O -0.56; C 0.80; C -0.76; O -0.59; H 0.19; H 0.19; H 0.19; H 0.18; H 0.20; H 0.23; H 0.22; H 0.21; H 0.26; H 0.21; H 0.23; H 0.22; H 0.24; H 0.26; H 0.24; H 0.30; H 0.26; H 0.25; H 0.27; H 0.25; H 0.24; H 0.22; H 0.22; H 0.22; H 0.23; H 0.20; H 0.23; H 0.26; H 0.27; H 0.27; B 1.13; O -0.63; C 0.67; O -0.58; C 0.66; O -0.56; O -0.62; O -0.64; C 0.65; O -0.53; C 0.65; O -0.53; O -0.65

***

(3)
Computed, not measured: C50H50N7O2PSScSe as an isolated structure in a non-equilibrium geometry, with wB97M-V/def2-TZVPD.

Element x y z (Å)
Sc 0.51205 0.27386 0.05727
Se 8.40692 -0.25256 1.25687
N 6.93749 -0.43728 2.34083
C 5.89312 -0.15156 1.60970
C 4.50231 -0.28642 2.04171
C 4.17387 -0.64515 3.36680
C 2.84032 -0.82194 3.71973
C 1.84448 -0.51430 2.83078
N 2.07339 -0.22878 1.52168
C 3.39773 -0.07941 1.15216
C 3.68321 0.26366 -0.21473
N 2.54252 0.40508 -1.06740
C 2.81075 0.42737 -2.39506
C 4.04371 0.59279 -2.94097
C 5.23000 0.63698 -2.09918
C 5.03774 0.41465 -0.74516
C 6.16898 0.22033 0.17730
N 7.42348 0.22795 -0.26307
H 4.96277 -0.81238 4.10338
H 2.56829 -1.24501 4.70783
H 0.78747 -0.65932 3.13760
H 1.95552 0.22614 -3.05641
H 4.12356 0.61251 -4.02199
H 6.22730 0.83521 -2.48437
C 2.87415 4.02952 6.16154
C 2.07231 3.71155 4.93792
C 0.72026 3.34910 5.05989
C -0.04731 3.09754 3.99683
C 0.56320 3.19163 2.72859
C 1.89967 3.58121 2.57462
C 2.67669 3.83636 3.69924
S -0.36005 2.65529 1.37127
O -1.37300 3.64766 1.16420
O 0.66295 2.43213 0.30153
N -0.89964 1.08723 1.41922
C -2.06651 0.71208 2.09900
C -3.18014 1.55114 2.45014
C -4.12552 1.16197 3.39299
C -4.04435 -0.07287 4.03994
C -3.01583 -0.96347 3.70530
C -2.83698 -2.22509 4.29851
C -1.79618 -3.08137 3.93616
C -0.95258 -2.65928 2.89555
N -1.10389 -1.48012 2.31226
C -2.03418 -0.58948 2.70612
H 3.80196 4.54603 5.92083
H 3.12147 3.08419 6.69583
H 2.34482 4.66053 6.88454
H 0.30752 3.25162 6.08684
H -1.15231 2.94272 4.15585
H 2.34780 3.68919 1.59579
H 3.73693 4.23204 3.65622
H -3.21490 2.52600 1.93819
H -4.96850 1.78983 3.58087
H -4.81776 -0.42112 4.73070
H -3.63164 -2.58533 4.97631
H -1.65543 -3.93456 4.53952
H -0.09768 -3.17016 2.53897
C -4.10714 0.72176 -3.46228
C -3.30029 1.76128 -2.63986
C -3.90359 2.00201 -1.23671
P -1.38805 1.49699 -2.39268
C -0.76912 3.00566 -3.38602
C 0.69016 2.90543 -3.67185
C -1.07930 4.21877 -2.56469
C -1.07061 -0.00378 -3.38110
C -1.31224 0.06970 -4.74494
C -0.96276 -0.99777 -5.61474
C -1.39745 -1.13575 -7.04140
C -0.38835 -2.09640 -4.96853
C -0.33724 -2.25056 -3.60094
C -0.53900 -1.17475 -2.72145
N -0.44970 -1.23911 -1.35067
C -0.71803 -2.58049 -0.83213
C -2.06737 -2.98824 -0.62088
C -3.21640 -2.15143 -1.04018
C -2.32529 -4.22678 -0.02141
C -1.31130 -5.12613 0.28866
C -1.62437 -6.49507 0.85244
C 0.00425 -4.78182 -0.12349
C 0.33204 -3.51022 -0.61822
C 1.74488 -3.30542 -1.07162
H -5.15138 1.07149 -3.41641
H -4.02946 -0.31188 -3.04981
H -3.81020 0.70519 -4.52436
H -3.48596 2.75509 -3.15377
H -3.82945 1.17731 -0.60096
H -4.96800 2.35741 -1.32353
H -3.35433 2.79587 -0.69344
H -1.38120 3.06590 -4.28332
H 1.31875 2.54382 -2.83260
H 1.07872 3.93451 -3.91403
H 0.81207 2.31231 -4.56794
H -0.66290 4.11947 -1.54481
H -2.13510 4.41400 -2.44071
H -0.58487 5.13808 -2.93019
H -1.64853 1.01097 -5.13834
H -2.29793 -1.75754 -7.21455
H -0.68428 -1.72733 -7.60830
H -1.54137 -0.13206 -7.53006
H -0.08542 -2.88430 -5.60929
H -0.11376 -3.25183 -3.18753
H -3.56597 -2.45546 -2.09203
H -3.05041 -1.07041 -0.95207
H -4.02493 -2.42592 -0.36812
H -3.33026 -4.47313 0.37223
H -2.21641 -7.04390 0.06564
H -2.24932 -6.30730 1.74551
H -0.68270 -7.03813 1.15504
H 0.86798 -5.44802 -0.15965
H 2.05495 -3.93445 -1.95542
H 2.40349 -3.59902 -0.20472
H 1.94206 -2.24468 -1.36437

Cartesian forces (eV/Å) of the 2 atoms listed first:
Sc -2.3 -0.9 -2.0
Se -1.3 0.3 -0.5

Output
Frontier orbital gap   4.85 eV
HOMO energy   -9.04 eV
Total charge   +1
Relative energy (zero: lowest compared OMol25 entry of this formula, charge and spin)   0.0 kJ/mol

These are the Löwdin partial charges, in e, on atoms 1 to 99: Sc 1.04; Se 1.12; N -0.21; C -0.33; C -0.06; C 0.04; C -0.02; C -0.08; N 0.05; C -0.13; C -0.07; N 0.05; C -0.13; C 0.01; C 0.06; C -0.08; C -0.32; N -0.18; H 0.13; H 0.14; H 0.11; H 0.12; H 0.12; H 0.13; C -0.05; C -0.27; C -0.05; C -0.05; C -0.29; C -0.04; C -0.03; S 0.66; O -0.26; O -0.44; N -0.20; C -0.23; C -0.02; C -0.06; C -0.03; C -0.16; C 0.00; C -0.02; C -0.12; N 0.08; C -0.16; H 0.08; H 0.10; H 0.09; H 0.14; H 0.15; H 0.12; H 0.14; H 0.10; H 0.10; H 0.12; H 0.13; H 0.09; H 0.10; C -0.10; C -0.49; C -0.14; P 1.12; C -0.57; C -0.13; C -0.14; C -0.34; C -0.08; C -0.26; C -0.06; C -0.05; C -0.01; C -0.34; N -0.09; C -0.22; C -0.22; C -0.04; C -0.02; C -0.29; C -0.06; C -0.02; C -0.25; C -0.06; H 0.08; H 0.07; H 0.06; H 0.11; H 0.02; H 0.10; H 0.06; H 0.10; H 0.06; H 0.10; H 0.07; H 0.06; H 0.07; H 0.09; H 0.10; H 0.09; H 0.07